This record from the Open Molecules 2025 dataset describes C2H3N3O in the gas phase. The level of theory is ωB97M-V/def2-TZVPD.

Properties
Kohn-Sham gap, eV: 10.30
HOMO energy, eV: -9.56
Net charge: 0
Spin multiplicity: 1
E_tot, eV: -8640.1831
SMILES: Oc1ncn[nH]1

Last columns: bonded neighbours and bond lengths (Å).
Geometry (Å):
1 O 0.676 1.866 -0.323  C2 1.333, H7 0.973
2 C 0.228 0.630 -0.104  O1 1.333, N3 1.309, N6 1.342
3 N -0.066 -0.205 -1.068  C2 1.309, C4 1.358
4 C -0.467 -1.306 -0.380  N3 1.358, N5 1.313, H8 1.080
5 N -0.439 -1.201 0.928  C4 1.313, N6 1.366
6 N 0.019 0.074 1.099  C2 1.342, N5 1.366, H9 1.009
7 H 0.695 1.891 -1.296  O1 0.973
8 H -0.785 -2.202 -0.891  C4 1.080
9 H 0.144 0.443 2.030  N6 1.009